C5H36N2O11 | the ωB97M-V functional and the def2-TZVPD basis

The geometry in XYZ format:
```
54
C5H36N2O11 (the ωB97M-V functional and the def2-TZVPD basis)
C -0.721 0.245 1.285
C 0.164 -0.383 0.224
C 0.390 0.356 -1.139
C -0.175 -0.509 -2.361
N 1.827 0.722 -1.234
C 2.072 1.755 -2.252
N 3.401 1.848 -2.766
H -0.597 -0.178 2.272
H -0.311 1.298 1.455
H -1.746 0.499 0.983
H 1.252 -0.565 0.456
H -0.267 -1.343 0.046
H -0.133 1.323 -1.124
H -0.399 -0.059 -3.311
H 0.436 -1.410 -2.651
H -1.176 -0.879 -2.012
H 2.566 0.052 -1.216
H 1.321 1.629 -3.004
H 1.901 2.771 -1.825
H 3.748 0.985 -3.215
H 4.148 2.052 -2.096
O 2.945 -0.640 1.840
H 2.846 0.241 2.232
H 2.186 -1.074 2.318
O 0.845 -2.983 3.052
H 1.442 -2.328 2.737
H -0.093 -2.837 2.938
O -2.511 2.756 -0.799
H -3.275 2.727 -0.207
H -2.653 1.906 -1.293
O -3.363 -0.011 -1.628
H -3.518 -0.572 -2.390
H -4.114 -0.288 -1.053
O 1.372 -3.208 0.243
H 1.423 -3.931 0.882
H 2.211 -2.742 0.168
O 2.172 3.649 0.708
H 1.198 3.686 0.715
H 2.377 3.267 -0.172
O -0.518 3.954 0.362
H -1.361 3.471 0.396
H -0.529 4.560 -0.408
O -0.834 -4.521 -0.003
H -0.523 -4.000 -0.752
H -0.045 -5.007 0.257
O -3.007 -2.865 0.624
H -3.056 -3.450 1.395
H -2.502 -3.309 -0.079
O 2.005 1.774 2.690
H 2.268 2.350 1.921
H 1.561 2.300 3.345
O -4.813 -1.102 -0.220
H -4.442 -0.448 0.416
H -4.292 -1.844 0.144
```

E_LUMO: 0.08 eV
Strongest force on any atom: 3.87 eV Å⁻¹
HOMO energy: -8.3 eV
Orbital gap: 8.37 eV
2S+1: 1

Here are the Mulliken charges for atoms 1 to 5, given in e: atom 1 (C): -1.009, atom 2 (C): 0.907, atom 3 (C): 0.433, atom 4 (C): -1.373, atom 5 (N): -0.172

C21H48GeKO3Si | the ωB97M-V functional and the def2-TZVPD basis

The geometry in XYZ format:
```
75
C21H48GeKO3Si (the ωB97M-V functional and the def2-TZVPD basis)
K 0.950 -0.354 -0.575
C 3.409 0.835 -2.743
C 4.225 0.368 -1.539
C 5.175 1.481 -1.104
C 5.019 -0.882 -1.892
O 3.318 0.006 -0.498
Ge 2.913 1.068 1.019
O 1.481 1.845 0.036
C 0.658 2.917 0.488
C -0.480 2.337 1.326
C 0.099 3.592 -0.756
C 1.455 3.923 1.315
O 1.748 -0.319 1.624
C 2.151 -1.382 2.489
C 3.274 -0.950 3.429
C 0.928 -1.773 3.305
C 2.614 -2.559 1.631
H 4.054 1.143 -3.570
H 2.773 0.022 -3.109
H 2.773 1.679 -2.462
H 5.892 1.700 -1.899
H 4.635 2.405 -0.881
H 5.729 1.190 -0.209
H 5.701 -0.699 -2.727
H 5.602 -1.214 -1.030
H 4.340 -1.690 -2.173
H -1.102 1.678 0.707
H -0.079 1.741 2.150
H -1.124 3.120 1.737
H -0.398 2.852 -1.390
H -0.631 4.363 -0.493
H 0.901 4.053 -1.337
H 1.804 3.489 2.255
H 2.330 4.262 0.756
H 0.839 4.792 1.558
H 2.985 -0.055 3.984
H 3.497 -1.747 4.144
H 4.195 -0.725 2.887
H 0.557 -0.911 3.864
H 0.128 -2.121 2.646
H 1.162 -2.576 4.010
H 3.421 -2.248 0.965
H 2.963 -3.392 2.249
H 1.785 -2.931 1.017
C -1.653 -2.585 -0.548
Si -2.491 -0.900 -0.591
C -3.587 -0.720 0.942
C -4.755 -1.716 0.914
C -2.688 -1.032 2.151
C -4.145 0.699 1.106
C -3.225 -0.632 -2.314
C -4.084 -1.833 -2.732
C -4.055 0.652 -2.393
C -2.044 -0.504 -3.292
H -2.405 -3.378 -0.469
H -0.988 -2.687 0.315
H -1.071 -2.784 -1.451
H -4.424 -2.750 0.788
H -5.470 -1.490 0.119
H -5.299 -1.663 1.865
H -2.336 -2.066 2.149
H -3.260 -0.885 3.074
H -1.810 -0.381 2.199
H -4.882 0.947 0.341
H -3.362 1.461 1.081
H -4.647 0.778 2.078
H -4.969 -1.950 -2.104
H -3.525 -2.771 -2.702
H -4.431 -1.694 -3.764
H -4.967 0.591 -1.796
H -4.358 0.828 -3.432
H -3.492 1.528 -2.060
H -1.414 -1.398 -3.310
H -1.411 0.358 -3.059
H -2.423 -0.359 -4.310
```

E_LUMO (alpha / beta): 0.15 / -0.75 eV
Strongest force on any atom: 2.64 eV Å⁻¹
Expectation value of S²: 0.751
HOMO energy (alpha / beta): -7.2 / -7.3 eV
Orbital gap (alpha / beta): 7.36 / 6.56 eV
2S+1: 2

Here are the Mulliken charges for atoms 1 to 5, given in e: atom 1 (K): 1.528, atom 2 (C): -1.368, atom 3 (C): 1.463, atom 4 (C): -1.892, atom 5 (C): -1.689

C4H10OSi2 | the ωB97M-V functional and the def2-TZVPD basis

The geometry in XYZ format:
```
17
C4H10OSi2 (the ωB97M-V functional and the def2-TZVPD basis)
C -0.998 2.103 -0.250
C 2.507 -2.053 0.501
C -0.349 0.700 0.015
C 2.409 -1.042 -0.382
O -1.139 -2.365 0.577
Si -1.982 -1.146 0.392
Si 0.948 0.032 -1.044
H -0.204 2.790 -0.392
H -1.457 2.058 -1.254
H 3.479 -2.463 0.727
H 1.696 -2.503 1.052
H -0.042 0.479 1.022
H 3.310 -0.819 -0.879
H -2.318 -0.288 1.567
H -3.044 -1.178 -0.757
H -1.707 2.395 0.556
H 1.156 -0.245 -2.455
```

E_LUMO (alpha / beta): 0.67 / -3.08 eV
Strongest force on any atom: 4.05 eV Å⁻¹
Expectation value of S²: 2.019
HOMO energy (alpha / beta): -6.4 / -9.9 eV
Orbital gap (alpha / beta): 7.08 / 6.79 eV
2S+1: 3

Here are the Mulliken charges for atoms 1 to 5, given in e: atom 1 (C): -1.091, atom 2 (C): -0.499, atom 3 (C): -0.304, atom 4 (C): -0.351, atom 5 (O): -0.388

Which value of 2S+1 does entry 3 give? 3